DFT (the ωB97M-V functional and the def2-TZVPD basis) results for C21H14N14O6S2Sn as an isolated structure at a distorted geometry.

Results
Energy   -3037.12688 a.u.
ΔE to the lowest compared entry with this formula, charge and spin   68.6 kcal per mole
Multiplicity   1
Strongest force on any atom   1.1 eV Å⁻¹

The geometry in XYZ format:
```
58
Properties=species:S:1:pos:R:3:lowdin_charge:R:1
H -0.437 2.388 -2.005 0.084
C 1.396 -0.446 4.291 -0.125
C 1.195 -0.230 -2.913 -0.607
O -1.332 -4.136 -0.914 0.071
C 0.395 -3.223 -5.082 -0.102
O 0.566 0.251 -1.889 -0.331
N -4.895 0.435 1.768 0.083
O 2.051 0.336 -3.562 0.086
N -4.514 0.400 -0.566 0.244
N -3.209 0.160 -3.699 -0.017
C -3.733 0.291 -1.675 -0.421
S 2.195 -0.484 0.510 0.755
C 2.356 -0.419 2.256 -0.807
N -2.095 0.090 -2.997 0.002
S -0.008 4.494 -0.827 1.136
N 0.439 -3.583 -6.518 -0.347
C -0.204 -3.760 -2.879 -0.114
C -0.023 4.285 0.896 -0.450
H 0.377 6.269 1.645 0.113
O -0.831 -5.846 -2.128 0.101
C 3.742 -0.286 4.051 -0.322
Sn -0.736 -0.115 -0.131 1.218
C 2.637 -0.358 4.892 -0.017
H -0.570 1.498 2.769 0.069
N -2.786 0.363 1.066 -0.086
N -0.469 2.154 0.078 -0.091
N 1.232 -0.468 2.971 0.039
C -0.148 -4.139 -4.202 0.086
H 0.247 -2.322 -1.383 0.055
O 0.007 -4.673 -6.834 0.084
H 0.221 5.535 4.004 0.109
H 5.799 -0.819 3.995 0.085
C 0.778 -1.626 -3.349 -0.092
C -0.169 3.475 3.521 -0.058
C 0.090 4.817 3.206 -0.071
N -0.835 -4.657 -1.896 -0.348
H 0.487 -0.507 4.882 0.115
N -2.812 0.378 2.376 -0.002
H 1.276 -1.301 -5.413 0.138
H -0.517 -5.095 -4.539 0.135
H 5.496 0.860 4.399 0.089
N 3.589 -0.322 2.724 0.099
H 2.743 -0.343 5.968 0.108
H -5.514 0.497 -0.712 0.182
N -4.087 0.422 2.793 -0.012
N -2.393 0.179 -1.705 -0.072
C -0.286 2.951 1.207 -0.294
C -0.355 2.532 2.536 -0.025
H 5.208 -0.393 5.623 0.077
N -4.250 0.287 -2.899 0.078
C 0.269 -2.539 -2.440 0.032
O 0.902 -2.766 -7.284 0.094
C 0.859 -1.984 -4.688 0.089
C -0.349 2.837 -1.023 -0.433
C 5.143 -0.160 4.562 -0.027
H -0.233 3.181 4.561 0.110
C -4.076 0.395 0.703 -0.418
C 0.171 5.237 1.896 -0.077
```